{"formula": "C44H64N3O22PS2", "method": "ωB97M-V with the def2-TZVPD basis set", "elements": ["C", "C", "S", "C", "C", "C", "P", "C", "C", "C", "C", "N", "C", "C", "C", "C", "C", "N", "O", "N", "C", "C", "S", "H", "H", "H", "H", "H", "H", "H", "H", "H", "H", "H", "H", "H", "H", "H", "H", "H", "H", "H", "H", "H", "H", "C", "C", "C", "O", "C", "O", "O", "H", "H", "H", "H", "H", "H", "C", "C", "C", "O", "C", "O", "O", "H", "H", "H", "H", "H", "H", "C", "C", "C", "O", "C", "O", "O", "H", "H", "H", "H", "H", "H", "C", "C", "C", "O", "C", "O", "O", "H", "H", "H", "H", "H", "H", "C", "C", "C", "O", "C", "O", "O", "H", "H", "H", "H", "H", "H", "C", "C", "C", "O", "C", "O", "O", "H", "H", "H", "H", "H", "H", "C", "C", "C", "O", "C", "O", "O", "H", "H", "H", "H", "H", "H"], "xyz": [[1.859, -1.533, 1.336], [0.337, -1.161, 1.093], [-0.733, -1.756, 2.449], [-1.787, -0.375, 3.058], [-1.413, 1.012, 2.573], [-2.399, 1.813, 1.860], [-4.095, 1.136, 1.541], [-4.960, 2.320, 0.380], [-3.907, -0.418, 0.495], [-2.108, 3.083, 1.434], [-0.817, 3.673, 1.628], [-0.608, 4.932, 1.133], [0.629, 5.318, 1.347], [1.635, 4.567, 2.039], [3.044, 5.134, 2.212], [3.844, 4.792, 0.891], [4.278, 3.311, 0.854], [3.404, 2.255, 0.491], [5.426, 3.024, 1.142], [1.406, 3.376, 2.547], [0.144, 2.912, 2.312], [-0.185, 1.596, 2.788], [1.099, 0.726, 3.699], [2.002, -2.057, 2.292], [2.403, -0.578, 1.402], [2.275, -2.129, 0.514], [0.045, -1.728, 0.197], [0.229, -0.101, 0.837], [-2.822, -0.624, 2.788], [-1.774, -0.344, 4.164], [-5.259, 3.218, 0.934], [-4.217, 2.557, -0.404], [-5.796, 1.791, -0.093], [-4.776, -0.466, -0.183], [-2.994, -0.288, -0.109], [-3.897, -1.328, 1.105], [-2.867, 3.676, 0.918], [0.915, 6.307, 0.962], [3.049, 6.208, 2.431], [3.523, 4.527, 2.998], [3.142, 4.945, 0.052], [4.710, 5.456, 0.769], [2.433, 2.549, 0.432], [3.630, 1.868, -0.423], [0.477, 0.197, 4.789], [4.576, 2.476, 6.155], [3.209, 2.864, 6.666], [2.673, 4.134, 6.065], [1.813, 4.617, 7.103], [2.317, 4.154, 8.280], [1.983, 4.541, 9.351], [3.256, 3.194, 8.062], [4.570, 2.362, 5.070], [5.321, 3.224, 6.432], [4.895, 1.534, 6.602], [2.508, 2.035, 6.537], [2.116, 3.960, 5.144], [3.447, 4.885, 5.880], [0.916, -5.310, -3.480], [0.365, -4.143, -2.699], [-0.488, -3.206, -3.513], [-0.308, -1.963, -2.823], [0.913, -2.007, -2.238], [1.461, -1.060, -1.771], [1.419, -3.266, -2.257], [0.113, -5.891, -3.932], [1.594, -4.967, -4.264], [1.496, -5.964, -2.827], [-0.171, -4.501, -1.814], [-1.529, -3.492, -3.530], [-0.135, -3.083, -4.541], [8.347, 1.533, 0.020], [9.041, 2.486, -0.920], [8.759, 2.223, -2.376], [9.943, 2.722, -3.008], [10.953, 2.597, -2.106], [12.106, 2.710, -2.370], [10.468, 2.323, -0.868], [7.266, 1.556, -0.121], [8.701, 0.516, -0.126], [8.566, 1.796, 1.055], [8.809, 3.520, -0.650], [7.875, 2.747, -2.735], [8.664, 1.159, -2.610], [8.587, -3.832, 3.835], [9.142, -2.781, 2.904], [8.394, -1.473, 2.939], [8.622, -0.958, 1.624], [8.800, -2.034, 0.809], [8.792, -1.983, -0.378], [8.982, -3.168, 1.532], [8.578, -3.478, 4.866], [7.573, -4.112, 3.544], [9.190, -4.739, 3.784], [10.209, -2.634, 3.093], [8.777, -0.790, 3.695], [7.316, -1.594, 3.080], [-5.390, -7.259, -1.593], [-4.517, -6.079, -1.942], [-5.236, -4.981, -2.681], [-4.174, -4.389, -3.442], [-3.260, -5.363, -3.665], [-2.362, -5.274, -4.446], [-3.498, -6.448, -2.890], [-6.244, -6.950, -0.989], [-5.752, -7.755, -2.495], [-4.820, -8.002, -1.034], [-4.022, -5.697, -1.045], [-5.692, -4.256, -2.017], [-5.992, -5.351, -3.377], [-6.505, -2.787, -7.487], [-7.413, -2.499, -6.315], [-7.354, -1.075, -5.828], [-7.698, -1.217, -4.444], [-7.304, -2.459, -4.068], [-7.234, -2.830, -2.940], [-6.996, -3.222, -5.146], [-6.733, -2.134, -8.330], [-5.458, -2.657, -7.208], [-6.618, -3.823, -7.809], [-8.438, -2.798, -6.550], [-8.060, -0.425, -6.340], [-6.355, -0.638, -5.891], [-10.542, 1.994, -0.349], [-9.852, 2.929, -1.313], [-10.150, 2.641, -2.762], [-8.972, 3.122, -3.413], [-7.951, 3.008, -2.521], [-6.802, 3.110, -2.803], [-8.428, 2.758, -1.269], [-11.624, 2.021, -0.482], [-10.192, 0.969, -0.483], [-10.312, 2.273, 0.680], [-10.076, 3.968, -1.058], [-11.034, 3.164, -3.122], [-10.253, 1.574, -2.977]], "mulliken_charge": [-0.9089, 0.1846, -0.2504, -1.4864, -0.5674, 0.8111, 0.0066, -0.9618, -0.8687, -0.3312, -0.1292, -0.6722, -0.4470, 0.2712, -0.6180, -0.6919, 0.1634, -0.1308, -0.5043, -0.0486, -0.6126, 1.2731, -0.0589, 0.3861, 0.0832, 0.2127, 0.0664, 0.1752, 0.4317, 0.5433, 0.4158, 0.4101, 0.1703, 0.3451, 0.2470, 0.3243, 0.4936, 0.4692, 0.4838, 0.0061, 0.4142, 0.4037, 0.1114, 0.2715, 0.1611, -1.4991, 0.7506, 0.1267, -0.3684, 0.5517, -0.5363, -0.4031, 0.3517, 0.3871, 0.3650, 0.1235, -0.1591, 0.2813, -1.5322, 0.6740, 0.0360, -0.3186, 0.5745, -0.5482, -0.3731, 0.3487, 0.3728, 0.3780, 0.2717, -0.2073, 0.3472, -1.1527, 0.5745, -0.4636, -0.3412, 0.6097, -0.5389, -0.3595, 0.2827, 0.2473, 0.3072, 0.2680, 0.2963, 0.3062, -1.4543, 0.5332, -0.6028, -0.1895, 0.5945, -0.5243, -0.3804, 0.3758, 0.3614, 0.3530, 0.2343, 0.3408, 0.3091, -1.5489, 0.6099, -0.6584, -0.2603, 0.6071, -0.5712, -0.3765, 0.3779, 0.3694, 0.3816, 0.2951, 0.4905, 0.2633, -1.4414, 0.4970, -0.5280, -0.2445, 0.5907, -0.5281, -0.3193, 0.3793, 0.3369, 0.3606, 0.2338, 0.3310, 0.3153, -1.4364, 0.4660, -0.4498, -0.3476, 0.6380, -0.5175, -0.2484, 0.3756, 0.3420, 0.3657, 0.2361, 0.3243, 0.2592], "lumo_energy_ha": -0.0215, "smiles": "CCSCc1c(P(C)C)cc2ncc(CCC(N)=O)nc2c1S.C[C@@H]1COC(=O)O1.C[C@@H]1COC(=O)O1.C[C@@H]1COC(=O)O1.C[C@@H]1COC(=O)O1.C[C@@H]1COC(=O)O1.C[C@@H]1COC(=O)O1.C[C@@H]1COC(=O)O1"}